[1]
2 unconnected molecules or ions with the total composition C4H4N2S2. Source: the Open Molecules 2025 dataset; level of theory: ωB97M-V with the def2-TZVPD basis set.

Last column: Mulliken spin population.
Atoms and positions in Å:
C: -1.06607 -0.17447 -1.74006  -0.061
C: -2.06269 -0.89139 0.31755  -0.072
C: 0.35337 -0.91448 0.30579  -0.013
C: -0.89332 -0.60298 -0.42490  0.520
N: -1.15345 0.42078 -2.72847  0.234
N: -2.98946 -1.08975 0.99013  0.217
S: 1.87092 -0.21812 -0.37689  0.015
S: -1.25064 1.98502 0.46643  1.114
H: 0.36555 -0.78651 1.37627  0.007
H: 0.50673 -2.09484 0.15656  0.060
H: 2.44011 0.10254 0.87273  0.000
H: -1.73330 2.36927 -0.70776  -0.020

Cartesian forces (eV/Å) of the 2 atoms listed first:
C 0.662 0.714 -0.411
C -0.976 -0.216 0.414

Calculated values
E_HOMO (alpha / beta) ... -9.05 / -9.86 eV
Energy above the lowest of the compared OMol25 structures with the same formula, charge and spin ... 0.0 kJ/mol
Total charge ... 0
Molar mass ... 144.22 g/mol
LUMO level (alpha / beta) ... 0.0081 / -0.1103 Ha
Spin multiplicity ... 3
Max |F| ... 3.906 eV Å⁻¹
Kohn-Sham gap (alpha / beta) ... 9.3 / 6.9 eV



[2]
A single C4H4N2S3 molecule. Source: the Open Molecules 2025 dataset; level of theory: ωB97M-V with the def2-TZVPD basis set.

Last column: Mulliken charge in e.
Atoms and positions in Å:
S: 1.53677 1.91568 0.27692  -0.167
C: 2.38491 0.59512 -0.16054  0.170
S: 4.05007 0.30352 0.20228  -0.180
S: 1.61021 -1.20766 -0.67959  -0.172
C: -0.03242 -0.70476 -0.44965  0.069
C: -0.67529 -0.27190 0.67950  -0.296
C: -1.93681 0.10509 0.27123  -0.206
N: -2.05985 0.05697 -1.01231  -0.639
N: -0.85993 -0.36771 -1.56163  0.110
H: 4.31996 1.12413 1.28347  0.171
H: -0.21791 -0.03760 1.61408  0.471
H: -2.61601 0.68390 0.83270  0.420
H: -0.99662 -0.90771 -2.39319  0.251

Cartesian forces (eV/Å) of the 2 atoms listed first:
S 0.625 -1.101 -0.758
C -1.087 -0.554 1.188

Calculated values
E_HOMO ... -9.10 eV
SMILES ... S=C(S)Sc1ccn[nH]1
Energy above the lowest of the compared OMol25 structures with the same formula, charge and spin ... 152.8 kJ/mol
Total charge ... 0
Molar mass ... 176.29 g/mol
LUMO level ... -0.0357 Ha
Max |F| ... 4.005 eV Å⁻¹
Kohn-Sham gap ... 8.1 eV



[3]
A single C4H4N4 molecule. Source: the Open Molecules 2025 dataset; level of theory: ωB97M-V with the def2-TZVPD basis set.

Last column: Mulliken charge in e.
Atoms and positions in Å:
H: -2.79100 -0.58843 0.87248  0.239
N: -2.33345 0.22933 0.57322  -0.635
C: -1.19747 0.14209 0.02074  0.430
C: -0.47255 -1.07046 -0.44967  0.118
N: 0.80619 -1.36254 -0.32898  -0.555
C: 1.67020 -0.55216 0.38577  0.070
N: 1.69273 0.70373 0.44008  -0.496
C: 0.76895 1.49494 -0.26156  0.175
N: -0.47073 1.24856 -0.48869  -0.459
H: -1.15691 -1.66258 -1.15581  0.306
H: 2.33055 -1.01001 1.05551  0.411
H: 1.15348 2.42753 -0.66308  0.395

Cartesian forces (eV/Å) of the 2 atoms listed first:
H -0.236 -1.542 0.104
N 1.395 2.102 -0.530

Calculated values
E_HOMO ... -9.50 eV
SMILES ... [H]/N=c1\cncncn1
Energy above the lowest of the compared OMol25 structures with the same formula, charge and spin ... 197.0 kJ/mol
Total charge ... 0
Molar mass ... 108.10 g/mol
LUMO level ... -0.0185 Ha
Max |F| ... 2.743 eV Å⁻¹
Kohn-Sham gap ... 9.0 eV



[4]
A single C4H4N4 molecule. Source: the Open Molecules 2025 dataset; level of theory: ωB97M-V with the def2-TZVPD basis set.

Last column: Mulliken charge in e.
Atoms and positions in Å:
C: -1.48426 0.68636 -0.35165  0.271
N: -0.42494 1.40661 -0.50933  -0.456
C: 0.68057 1.23572 0.43559  0.029
N: 1.66420 0.37717 0.53083  -0.466
C: 1.28586 -0.64606 -0.52603  0.177
N: 0.35778 -1.39964 -0.58058  -0.464
C: -0.64247 -1.30611 0.48512  -0.025
N: -1.44603 -0.41869 0.51710  -0.403
H: -2.41746 0.75890 -1.10053  0.295
H: 0.81099 2.21026 1.00896  0.334
H: 2.17318 -0.55382 -1.19464  0.347
H: -0.66199 -1.99285 1.32195  0.362

Cartesian forces (eV/Å) of the 2 atoms listed first:
C 0.768 -1.218 -2.026
N -0.275 -0.474 1.329

Calculated values
E_HOMO ... -9.62 eV
SMILES ... C1=N\C=N/C=N\C=N/1
Energy above the lowest of the compared OMol25 structures with the same formula, charge and spin ... 278.3 kJ/mol
Total charge ... 0
Molar mass ... 108.10 g/mol
LUMO level ... 0.0195 Ha
Max |F| ... 7.768 eV Å⁻¹
Kohn-Sham gap ... 10.2 eV



[5]
A single C4H4N4O3 molecule. Source: the Open Molecules 2025 dataset; level of theory: ωB97M-V with the def2-TZVPD basis set.

Last column: Mulliken charge in e.
Atoms and positions in Å:
O: -4.19020 -0.12463 0.28243  -0.374
N: -3.14940 0.47242 -0.25198  0.080
N: -1.96523 -0.47010 -0.08771  -0.153
C: -0.71229 -0.15402 -0.06267  0.298
C: 0.11620 -1.25701 -0.26309  -0.463
N: 1.36408 -1.11262 -0.13038  -0.493
C: 1.87896 0.02091 -0.04431  0.471
O: 3.31650 0.11693 0.33022  -0.501
N: 1.35942 1.24058 -0.38320  -0.282
C: -0.12722 1.26708 0.02134  0.304
O: -0.72553 2.28914 -0.01627  -0.487
H: -2.35890 -1.44872 0.56094  0.332
H: -0.37107 -2.15045 -0.35633  0.503
H: 3.52210 -0.78145 0.14131  0.350
H: 2.04258 2.09195 0.25970  0.414

Cartesian forces (eV/Å) of the 2 atoms listed first:
O 5.400 3.199 -2.967
N -2.147 -5.651 3.431

Calculated values
E_HOMO ... -8.33 eV
SMILES ... O=NNc1cnc(O)[nH]c1=O
Energy above the lowest of the compared OMol25 structures with the same formula, charge and spin ... 488.6 kJ/mol
Total charge ... 0
Molar mass ... 156.10 g/mol
LUMO level ... -0.0352 Ha
Max |F| ... 10.383 eV Å⁻¹
Kohn-Sham gap ... 7.4 eV



[6]
2 unconnected molecules or ions with the total composition C4H4N8O. Source: the Open Molecules 2025 dataset; level of theory: ωB97M-V with the def2-TZVPD basis set.

Last column: Mulliken charge in e.
Atoms and positions in Å:
C: -0.46690 2.05453 2.07146  0.028
C: -0.72088 -1.55571 -1.75873  0.485
C: 2.42776 0.08089 -1.16347  -0.506
C: 0.24482 -0.79047 -0.99759  -0.116
N: 0.69726 2.18285 2.66959  -0.317
N: -1.73652 -2.17692 -1.11416  -0.302
N: -1.53025 2.17892 2.91385  -0.393
N: -0.89612 -1.80392 -3.10153  -0.417
N: 0.36889 2.20897 3.94004  -0.387
N: -2.48696 -2.76488 -2.01237  -0.439
N: -0.92594 2.23742 4.11531  -0.348
N: -1.98053 -2.59050 -3.23539  -0.372
O: 1.38686 -0.61754 -1.52660  -0.208
H: 3.40927 -0.09524 -1.68450  0.199
H: 2.56882 0.35449 -0.11838  0.241
H: -0.53004 2.05900 0.96073  0.429
H: 0.17045 -0.96188 0.04173  0.423

Cartesian forces (eV/Å) of the 2 atoms listed first:
C -1.661 1.295 -1.748
C -2.096 -1.209 -1.605

Calculated values
E_HOMO (alpha / beta) ... -1.77 / -1.05 eV
Energy above the lowest of the compared OMol25 structures with the same formula, charge and spin ... 199.2 kJ/mol
Total charge ... -2
Molar mass ... 180.13 g/mol
LUMO level (alpha / beta) ... 0.2162 / 0.2146 Ha
Max |F| ... 2.904 eV Å⁻¹
Kohn-Sham gap (alpha / beta) ... 7.6 / 6.9 eV



[7]
A gas-phase ion, C4H4NO (charge +1). Source: the Open Molecules 2025 dataset; level of theory: ωB97M-V with the def2-TZVPD basis set.

Last column: Mulliken charge in e.
Atoms and positions in Å:
C: 0.82146 1.14533 -0.13458  0.015
C: -0.76578 -0.94883 -0.10008  -0.196
C: 1.55672 -0.08212 0.13918  0.105
C: -0.45252 1.42784 -0.02892  -0.007
N: 0.64859 -0.91716 0.12521  -0.059
O: -1.36849 0.25565 0.24210  -0.243
H: -0.77272 -1.14439 -1.23918  0.320
H: -1.27561 -1.76663 0.66208  0.287
H: 2.65824 -0.37296 0.39755  0.373
H: -1.04990 2.40327 -0.06337  0.405

Cartesian forces (eV/Å) of the 2 atoms listed first:
C -0.399 -0.704 -0.341
C -0.271 -1.842 -0.241

Calculated values
E_HOMO (alpha / beta) ... -15.58 / -15.47 eV
Energy above the lowest of the compared OMol25 structures with the same formula, charge and spin ... 379.7 kJ/mol
Total charge ... +1
Molar mass ... 82.08 g/mol
LUMO level (alpha / beta) ... -0.2990 / -0.2729 Ha
Max |F| ... 3.620 eV Å⁻¹
Kohn-Sham gap (alpha / beta) ... 7.4 / 8.0 eV



[8]
A gas-phase ion, C4H4NO3 (charge -1). Source: the Open Molecules 2025 dataset; level of theory: ωB97M-V with the def2-TZVPD basis set.

Last column: Mulliken charge in e.
Atoms and positions in Å:
O: 1.50468 -1.50774 0.65295  -0.784
C: 0.60565 -0.83195 1.19094  0.589
O: 0.28303 -0.75451 2.37168  -0.715
C: -0.34081 0.09636 0.18263  0.993
C: 0.22405 0.38260 -1.20032  -0.474
O: 0.35453 -0.81411 -1.91291  -0.549
C: -1.18306 0.96917 1.03207  -0.548
N: -1.74161 -0.01404 0.46310  -0.686
H: 1.20224 0.90701 -1.09127  0.189
H: -0.34386 1.07953 -1.87655  0.293
H: 0.81074 -1.40711 -1.30152  0.371
H: -1.37559 1.89481 1.48921  0.321

Cartesian forces (eV/Å) of the 2 atoms listed first:
O 0.257 -0.081 -0.634
C -0.808 0.489 -1.728

Calculated values
E_HOMO ... -4.21 eV
SMILES ... O=C([O-])[C@]1(CO)C=N1
Energy above the lowest of the compared OMol25 structures with the same formula, charge and spin ... 199.5 kJ/mol
Total charge ... -1
Molar mass ... 114.08 g/mol
LUMO level ... 0.1485 Ha
Max |F| ... 3.278 eV Å⁻¹
Kohn-Sham gap ... 8.2 eV



[9]
A molecular structure, C4H4NO3P. Source: the Open Molecules 2025 dataset; level of theory: ωB97M-V with the def2-TZVPD basis set.

Last column: Mulliken charge in e.
Atoms and positions in Å:
C: 0.39638 0.64056 0.48964  -1.047
C: -0.78299 -0.13900 0.71669  0.389
C: 0.93785 0.18077 -0.66108  0.419
C: -0.82635 -0.97070 -0.47003  0.251
N: 0.08781 -0.65645 -1.30478  -0.573
O: -2.30387 1.78330 -0.97246  -0.415
O: 1.92835 0.66728 -1.41590  -0.478
O: -1.72896 -1.94535 -0.79624  -0.480
P: -2.44171 0.69198 0.04477  0.301
H: 0.90100 1.34459 1.08844  0.420
H: -0.97930 -0.66180 1.63658  0.518
H: 2.10034 1.49288 -0.97916  0.324
H: -1.51897 -2.19130 -1.69888  0.370

Cartesian forces (eV/Å) of the 2 atoms listed first:
C 1.850 -0.308 0.109
C -1.368 0.024 0.028

Calculated values
E_HOMO ... -8.53 eV
Energy above the lowest of the compared OMol25 structures with the same formula, charge and spin ... 122.1 kJ/mol
Total charge ... 0
Molar mass ... 145.05 g/mol
LUMO level ... -0.0379 Ha
Max |F| ... 2.317 eV Å⁻¹
Kohn-Sham gap ... 7.5 eV



[10]
2 unconnected molecules or ions with the total composition C4H4NO4S2. Source: the Open Molecules 2025 dataset; level of theory: ωB97M-V with the def2-TZVPD basis set.

Last column: Mulliken charge in e.
Atoms and positions in Å:
C: -1.15426 0.42939 1.09763  -0.734
C: -2.63241 1.28825 -0.23618  -0.088
C: -0.28730 0.64233 0.03197  0.298
C: 1.83268 -0.09397 -1.17684  0.214
N: -2.48021 0.83477 0.93504  -0.568
O: 2.43318 1.96321 0.55204  -0.520
O: 2.42595 -0.37903 1.48481  -0.465
O: 4.35065 0.42003 0.10008  -0.650
O: 1.93567 -1.25748 -1.44246  -0.544
S: -1.28279 1.26502 -1.22826  -0.226
S: 2.86508 0.64411 0.27637  1.024
H: -0.76600 0.26876 2.12903  0.293
H: -3.58828 1.53237 -0.68448  0.346
H: 1.73010 0.81327 -1.90210  0.287
H: 2.81489 -1.25286 1.35311  0.330

Cartesian forces (eV/Å) of the 2 atoms listed first:
C 1.175 1.098 0.370
C -1.856 0.402 -1.740

Calculated values
E_HOMO (alpha / beta) ... -4.55 / -4.55 eV
Energy above the lowest of the compared OMol25 structures with the same formula, charge and spin ... 124.2 kJ/mol
Total charge ... -1
Molar mass ... 194.21 g/mol
LUMO level (alpha / beta) ... 0.1201 / 0.1201 Ha
Max |F| ... 3.634 eV Å⁻¹
Kohn-Sham gap (alpha / beta) ... 7.8 / 7.8 eV



Number 7 is which compound?
C4H4NO